(1)
C2H3BrClNO2S | wB97M-V/def2-TZVPD

As for the spin multiplicity: 1. The relative energy (zero: lowest compared OMol25 entry of this formula, charge and spin) is 72.6 kcal/mol. The value obtained for the HOMO energy (alpha / beta) is -8.2 / -8.2 eV. As for the total energy: -101101.085 eV.

CARTESIAN COORDINATES (ANGSTROEM)
Br 0.891948 1.994783 -0.593664
Cl 3.012671 -1.045825 -0.075673
S 1.896601 -1.865911 -1.470732
O 1.408272 0.337993 1.625042
O -0.451086 -0.799844 1.737375
N 0.282431 0.039634 1.223483
C -1.460732 0.252581 -0.528149
C -0.192313 0.668186 0.091166
H -2.315744 0.675998 0.011474
H -1.506634 0.571129 -1.566136
H -1.565413 -0.828725 -0.454186

Cartesian forces (eV/Å) of the 2 atoms listed first:
Br -0.46 -0.15 0.07
Cl 0.16 -0.03 0.06

The net atomic charges from Löwdin, expressed in e, are: 0.908 0.071 0.029 -0.098 0.040 -0.486 -0.100 -0.644 0.105 0.082 0.093

=====

(2)
C2H3BrFNO2 | wB97M-V/def2-TZVPD

As for the spin multiplicity: 1. The relative energy (zero: lowest compared OMol25 entry of this formula, charge and spin) is 62.6 kcal/mol. The value obtained for the HOMO energy (alpha / beta) is -10.4 / -7.6 eV. As for the total energy: -80461.641 eV.

CARTESIAN COORDINATES (ANGSTROEM)
Br -0.973176 -2.202514 -0.243272
F 0.286165 -0.475377 -1.762925
O -1.714858 0.804190 -0.119400
O -1.637797 2.959147 0.220744
N -2.181920 1.928792 0.094110
C 1.298036 -0.529746 0.366441
C 0.189775 -0.795808 -0.478808
H 1.076063 -0.055467 1.430264
H 1.604887 -1.666481 0.691365
H 2.052829 0.033267 -0.198520

Cartesian forces (eV/Å) of the 2 atoms listed first:
Br -0.29 -0.49 0.28
F 0.36 0.22 -0.40

The net atomic charges from Löwdin, expressed in e, are: 0.826 -0.009 -0.020 0.087 -0.171 -0.136 -0.911 0.127 0.121 0.087

=====

(3)
C2H3BrFNO2 | wB97M-V/def2-TZVPD

As for the spin multiplicity: 1. The relative energy (zero: lowest compared OMol25 entry of this formula, charge and spin) is 7.0 kcal/mol. The value obtained for the HOMO energy is -11.1 eV. As for the total energy: -80464.054 eV.

CARTESIAN COORDINATES (ANGSTROEM)
Br 0.691526 -2.010550 1.648088
F 1.190405 0.644455 1.301106
O -0.073420 0.454891 -2.081763
O -0.874177 2.041213 -0.853114
N -0.547580 0.917300 -1.052812
C -0.688825 -0.098359 -0.006631
C 0.800761 -0.391665 0.571567
H -1.229462 0.059743 0.975319
H 1.601554 -0.565638 -0.172652
H -0.870782 -1.051389 -0.329111

Cartesian forces (eV/Å) of the 2 atoms listed first:
Br 0.00 0.17 0.02
F 0.33 0.96 1.01

The net atomic charges from Löwdin, expressed in e, are: 0.725 -0.016 0.076 0.128 -0.419 -0.086 -0.728 0.150 0.109 0.062

=====

(4)
C2H3BrN2O2S | wB97M-V/def2-TZVPD

As for the spin multiplicity: 1. The relative energy (zero: lowest compared OMol25 entry of this formula, charge and spin) is 73.3 kcal/mol. The value obtained for the HOMO energy (alpha / beta) is -9.5 / -9.5 eV. As for the total energy: -90070.176 eV.

CARTESIAN COORDINATES (ANGSTROEM)
Br 2.371483 2.123112 1.553662
S -0.721619 1.319855 0.934966
O -1.272780 1.046273 2.214663
O -0.623979 2.702404 0.581536
N 0.208386 -1.536054 -1.523949
N -1.856046 -0.384410 -0.993026
C 1.145339 0.900672 0.683626
C -0.841325 -1.034858 -1.250921
H 1.119011 1.008408 -0.408936
H -2.571501 -0.525577 -0.314873
H 1.298647 -0.220091 0.842911

Cartesian forces (eV/Å) of the 2 atoms listed first:
Br -0.99 -0.89 -0.39
S 1.77 0.93 -0.13

The net atomic charges from Löwdin, expressed in e, are: 0.708 0.755 -0.313 -0.350 0.125 0.130 -0.689 -0.528 0.030 0.059 0.073

=====

(5)
C2H3BrN2S | wB97M-V/def2-TZVPD

As for the spin multiplicity: 1. The relative energy (zero: lowest compared OMol25 entry of this formula, charge and spin) is 69.6 kcal/mol. The value obtained for the HOMO energy (alpha / beta) is -8.8 / -8.8 eV. As for the total energy: -85976.969 eV.

CARTESIAN COORDINATES (ANGSTROEM)
Br -1.404869 1.442627 1.914051
S 1.506698 -0.324731 -1.679018
N 1.061570 1.576463 0.510423
N 0.543608 -1.059479 -0.602020
C 0.005153 1.037287 0.623153
C -0.504064 -0.290245 -0.178008
H -1.094953 0.081266 -1.096206
H -1.164975 -0.745743 0.435926
H 1.051832 -1.717446 0.071701

Cartesian forces (eV/Å) of the 2 atoms listed first:
Br 0.21 0.16 -0.12
S 0.25 0.46 0.75

The net atomic charges from Löwdin, expressed in e, are: 0.660 0.757 0.088 -0.532 -0.892 -0.391 0.145 0.028 0.137

=====

(6)
C2H3BrN4 | wB97M-V/def2-TZVPD

As for the spin multiplicity: 1. The relative energy (zero: lowest compared OMol25 entry of this formula, charge and spin) is 31.9 kcal/mol. The value obtained for the HOMO energy is -9.5 eV. As for the total energy: -78122.532 eV.

CARTESIAN COORDINATES (ANGSTROEM)
Br 2.113549 -1.723570 -0.724065
N -0.735659 -1.367793 0.682839
N -0.399181 3.327269 -0.042100
N 0.855526 -0.502755 -0.831235
N -0.668576 0.882895 -0.098625
C -0.562192 2.195738 -0.153820
C -0.071846 -0.230362 0.141725
H -0.103699 -2.057076 0.950403
H 0.794802 0.370040 -1.316250
H -1.222728 -0.894384 1.391132

Cartesian forces (eV/Å) of the 2 atoms listed first:
Br 1.66 -1.26 -0.13
N 0.72 3.82 -1.09

The net atomic charges from Löwdin, expressed in e, are: 0.805 0.167 0.103 -0.501 0.092 -0.374 -0.496 0.032 0.091 0.081

=====

(7)
C2H3BrO2 | wB97M-V/def2-TZVPD

As for the spin multiplicity: 1. The relative energy (zero: lowest compared OMol25 entry of this formula, charge and spin) is 151.8 kcal/mol. The value obtained for the HOMO energy is -10.6 eV. As for the total energy: -76253.696 eV.

CARTESIAN COORDINATES (ANGSTROEM)
Br -2.220052 -0.161707 -0.107002
O 1.006597 -2.282566 0.051686
O 1.818938 -1.121483 -0.037364
C -0.471902 -0.250199 0.655056
C 0.444202 -1.073262 -0.240954
H -0.344053 -0.839539 -1.692570
H -0.275163 -0.471207 1.655831
H -0.227032 0.773531 0.633678

Cartesian forces (eV/Å) of the 2 atoms listed first:
Br -0.57 -0.49 0.58
O -1.81 -1.46 0.28

The net atomic charges from Löwdin, expressed in e, are: 0.688 0.026 0.028 -0.587 -0.464 0.204 0.067 0.038

=====

(8)
C2H3CaF4O | wB97M-V/def2-TZVPD

As for the spin multiplicity: 1. The relative energy (zero: lowest compared OMol25 entry of this formula, charge and spin) is 0.0 kcal/mol. The value obtained for the HOMO energy is -16.4 eV. As for the total energy: -33474.269 eV. As for the total charge: +1.

CARTESIAN COORDINATES (ANGSTROEM)
Ca -1.383002 0.372061 1.733828
F 0.821020 1.281065 1.349815
F -1.904584 -0.358865 3.372580
F 2.043099 -0.087599 0.176372
F 1.171744 1.624687 -0.761338
O -0.179067 0.002619 -0.047041
C 0.990612 0.689714 0.137785
C -0.349728 -0.751025 -1.283742
H -0.180688 -0.074536 -2.126449
H 0.351609 -1.590357 -1.281011
H -1.381020 -1.107769 -1.270804

Cartesian forces (eV/Å) of the 2 atoms listed first:
Ca -0.91 0.96 0.48
F 0.15 0.13 0.25

The net atomic charges from Löwdin, expressed in e, are: 1.679 0.101 -0.692 0.250 0.242 -0.231 -0.745 0.046 0.120 0.121 0.112

=====

(9)
C2H3Cl | wB97M-V/def2-TZVPD

As for the spin multiplicity: 1. The relative energy (zero: lowest compared OMol25 entry of this formula, charge and spin) is 13.4 kcal/mol. The value obtained for the HOMO energy is -9.6 eV. As for the total energy: -14643.730 eV.

CARTESIAN COORDINATES (ANGSTROEM)
Cl 1.988298 -0.067787 0.011240
C 0.406430 0.447568 -0.079090
C -0.655424 -0.354484 -0.020858
H -1.760396 -0.179314 0.252912
H 0.419809 1.477723 0.062401
H -0.398719 -1.323705 -0.226606

Cartesian forces (eV/Å) of the 2 atoms listed first:
Cl 1.83 -1.07 -0.52
C -2.32 -0.14 0.93

The net atomic charges from Löwdin, expressed in e, are: 0.649 -0.709 -0.065 0.098 0.021 0.006

=====

(10)
C2H3Cl2F | wB97M-V/def2-TZVPD

As for the spin multiplicity: 1. The relative energy (zero: lowest compared OMol25 entry of this formula, charge and spin) is 20.9 kcal/mol. The value obtained for the HOMO energy is -11.3 eV. As for the total energy: -29884.214 eV.

CARTESIAN COORDINATES (ANGSTROEM)
Cl -1.695167 -1.475606 0.201585
Cl 1.267194 -1.681931 0.303098
F -0.183413 0.039443 1.662048
C 0.094173 0.645796 -0.519018
C -0.023938 -0.598396 0.369631
H -0.699208 1.503162 -0.305514
H 0.937400 1.198103 -0.247625
H 0.302959 0.369429 -1.464202

Cartesian forces (eV/Å) of the 2 atoms listed first:
Cl 1.72 0.68 -0.19
Cl 0.61 -0.52 0.14

The net atomic charges from Löwdin, expressed in e, are: 0.515 0.736 -0.146 -0.128 -1.207 0.147 0.053 0.031